Entry 1:
Here is a cluster of 2 separate species, C9H14 in total from the OMol25 dataset. Energies are from the ωB97M-V functional and the def2-TZVPD basis.

Each line ends with the Mulliken charge.
Element x y z (Å)
C (2.705, 0.726, -0.742)  -0.67
C (2.780, 0.703, 0.789)  -0.82
H (3.476, 1.317, -1.224)  0.35
H (2.733, -0.312, -1.087)  0.24
H (1.749, 1.224, -0.934)  0.12
H (3.787, 0.511, 1.208)  0.37
H (2.805, 1.729, 1.154)  0.29
H (2.114, -0.064, 1.153)  0.14
C (-1.131, -2.427, 0.863)  -1.49
C (-1.854, 1.489, -0.825)  -0.22
C (-1.054, 1.408, 0.287)  -0.71
C (-2.517, 0.338, -1.298)  -0.61
C (-0.846, 0.134, 0.911)  -0.36
C (-2.156, -0.896, -0.848)  -0.36
C (-1.359, -0.995, 0.336)  0.70
H (-2.026, 2.391, -1.405)  0.36
H (-0.262, 2.106, 0.508)  0.42
H (-2.854, 0.562, -2.306)  0.28
H (-0.088, 0.150, 1.683)  0.53
H (-2.603, -1.862, -1.087)  0.35
H (-2.105, -2.937, 0.894)  0.40
H (-0.839, -2.539, 1.906)  0.36
H (-0.455, -2.755, 0.063)  0.32

Forces on atoms 1 to 2 (eV/Å):
-0.4 -0.1 0.8
2.5 0.6 -0.3

Results
Kohn-Sham gap in eV: 10.04
DFT total energy in hartree: -351.27217
LUMO in eV: 0.989

Entry 2:
Here is a cluster of 2 separate species, C9H14 in total from the OMol25 dataset. Energies are from the ωB97M-V functional and the def2-TZVPD basis.

Each line ends with the Mulliken charge.
Element x y z (Å)
C (-0.365, 2.848, 1.804)  -0.79
C (-0.039, 1.816, 2.880)  -0.62
H (-1.483, 2.889, 1.753)  0.21
H (0.024, 3.820, 2.024)  0.34
H (-0.026, 2.534, 0.813)  0.28
H (0.738, 2.163, 3.563)  0.34
H (0.434, 0.944, 2.369)  0.23
H (-0.871, 1.533, 3.541)  0.27
C (-2.014, 0.360, -0.767)  -1.18
C (1.694, -1.724, -0.867)  -0.30
C (0.919, -1.870, -1.995)  -0.64
C (1.326, -1.033, 0.290)  -0.56
C (-0.365, -1.211, -1.939)  -0.22
C (0.134, -0.324, 0.221)  0.26
C (-0.734, -0.426, -0.857)  0.22
H (2.526, -2.437, -0.686)  0.27
H (1.266, -1.994, -2.992)  0.34
H (1.969, -1.040, 1.174)  0.35
H (-0.884, -1.265, -2.898)  0.32
H (-0.062, 0.248, 1.100)  -0.01
H (-1.870, 1.123, -1.531)  0.29
H (-2.178, 0.754, 0.293)  0.23
H (-2.920, -0.257, -1.014)  0.37

Forces on atoms 1 to 2 (eV/Å):
-1.8 -0.7 0.0
1.3 -0.5 0.1

Results
Kohn-Sham gap in eV: 10.06
DFT total energy in hartree: -351.27877
LUMO in eV: 1.056

Calculated largest force on an atom, 0.051; 0.081 hartree/bohr (same order as the records).
Calculated HOMO energy, -9.0515; -9.0039 eV (same order as the records).
Calculated energy above the lowest of the compared OMol25 structures with the same formula, charge and spin, 152.33; 135.02 kJ/mol (same order as the records).